[1]
Here is a 2-piece molecular cluster, C27H49BF8N3O11S overall in a non-equilibrium geometry from the Open Molecules 2025 dataset. Energies are from ωB97M-V/def2-TZVPD.

2S+1: 1
Total charge: +1

Cartesian coordinates (Å):
C 3.475 -1.648 3.636
O 2.335 -0.811 3.807
B 2.399 0.518 3.462
O 3.428 1.297 3.923
C 1.159 1.162 2.649
C 0.860 2.475 3.415
C 0.650 2.372 4.935
O 1.711 2.917 5.695
C 1.516 1.649 1.189
C 2.958 2.095 0.965
C 3.915 0.981 0.522
C 5.183 1.593 -0.122
C 5.783 0.625 -1.150
C 5.011 0.579 -2.474
N 4.460 1.894 -2.877
O 1.219 0.751 0.144
C -0.112 0.297 0.230
C -0.623 -0.255 -1.111
O 0.101 0.346 -2.156
C -0.670 1.014 -3.116
O -1.277 0.124 -4.003
C -0.510 -0.163 -5.152
C 0.724 -0.999 -4.846
O 0.341 -2.090 -4.022
C -0.144 -0.676 1.418
C 1.058 -1.623 1.365
C 1.131 -2.511 0.130
O 1.730 -2.194 -0.848
O 0.466 -3.707 0.201
C -1.474 -1.453 1.389
C -1.882 -2.206 2.649
O -2.996 -2.638 2.721
N -0.934 -2.370 3.716
C -1.457 -1.903 5.019
C -0.425 -3.742 3.775
N -0.049 0.196 2.673
S -1.605 0.931 3.171
H 3.576 -2.297 4.505
H 4.407 -1.095 3.525
H 3.349 -2.292 2.764
H 4.192 1.326 3.337
H 1.764 3.070 3.275
H 0.084 3.053 2.913
H 0.430 1.357 5.284
H -0.255 2.941 5.173
H 1.508 3.836 5.884
H 0.884 2.535 1.023
H 3.365 2.685 1.786
H 2.909 2.801 0.131
H 3.452 0.353 -0.234
H 4.274 0.403 1.381
H 4.947 2.541 -0.603
H 5.942 1.787 0.637
H 6.848 0.817 -1.283
H 5.718 -0.378 -0.713
H 4.177 -0.123 -2.339
H 5.612 0.146 -3.271
H 3.520 1.950 -2.495
H 4.297 1.857 -3.878
H -0.715 1.191 0.451
H -0.593 -1.337 -1.211
H -1.670 0.041 -1.188
H -1.441 1.650 -2.671
H 0.033 1.657 -3.655
H -1.156 -0.721 -5.831
H -0.208 0.744 -5.690
H 1.450 -0.380 -4.307
H 1.182 -1.356 -5.772
H 1.073 -2.326 -3.447
H 1.998 -1.079 1.353
H 1.088 -2.249 2.254
H 1.009 -4.393 0.608
H -1.418 -2.197 0.593
H -2.322 -0.835 1.098
H -1.081 -0.903 5.242
H -2.547 -1.869 5.038
H -1.141 -2.596 5.793
H 0.085 -4.017 2.855
H -1.214 -4.467 3.993
H 0.307 -3.800 4.581
H 0.097 -0.498 3.428
H -2.134 1.176 1.964
C -4.618 0.411 -4.411
C -5.951 0.282 -5.169
C -6.956 1.440 -5.095
F -7.329 1.711 -3.828
F -8.059 1.092 -5.789
F -6.548 -0.879 -4.831
F -5.613 0.198 -6.486
O -4.484 -0.181 -3.123
C -4.880 0.400 -1.963
C -6.027 -0.349 -1.265
F -7.075 -0.517 -2.081
F -6.420 0.380 -0.193
F -5.138 1.710 -2.111
F -3.808 0.315 -1.114
H -3.908 -0.157 -5.009
H -4.261 1.441 -4.412
H -6.529 2.342 -5.543
H -5.677 -1.328 -0.929

***

[2]
Here is a 5-piece molecular cluster, C27H49ClN3O9 overall in a non-equilibrium geometry from the Open Molecules 2025 dataset. Energies are from ωB97M-V/def2-TZVPD.

2S+1: 1
Total charge: +1

Cartesian coordinates (Å):
C -1.208 -3.098 4.316
C -1.851 -3.740 2.987
N -1.779 -5.056 2.814
C -2.625 -2.904 1.854
C -2.045 -1.442 1.586
C -3.001 -0.226 1.865
C -4.509 -0.377 2.393
C -5.483 -0.318 1.089
O -6.503 0.713 1.205
C -6.138 -1.737 0.705
N -5.912 -1.967 -0.768
C -2.512 1.257 1.599
O -3.415 2.317 1.849
C -1.069 1.428 1.049
C -0.187 0.148 0.783
C 1.278 0.423 0.174
O 2.075 1.323 0.988
C 3.212 1.750 0.175
O 4.145 0.686 -0.112
C 4.548 -0.023 1.086
C 4.125 -1.592 1.045
O 3.358 -1.969 2.218
N -0.696 -1.193 1.064
Cl 0.318 -2.575 0.769
H -0.501 -2.265 3.985
H -2.110 -2.715 4.933
H -0.695 -3.923 4.910
H -2.260 -5.326 1.937
H -2.528 -3.516 0.875
H -3.738 -2.927 2.120
H -4.687 -1.289 3.054
H -4.739 0.554 3.041
H -4.810 -0.019 0.198
H -6.516 1.198 0.343
H -7.252 -1.748 0.990
H -5.643 -2.606 1.259
H -5.141 -2.636 -0.922
H -6.768 -2.292 -1.234
H -3.133 2.824 2.649
H -0.703 2.494 0.836
H 1.091 0.978 -0.828
H 1.858 -0.526 -0.083
H 3.795 2.618 0.663
H 2.873 2.162 -0.855
H 5.707 -0.026 1.088
H 4.240 0.485 2.067
H 5.075 -2.252 1.007
H 3.521 -1.858 0.107
H 2.850 -1.199 2.560
C -1.213 6.047 0.859
C -0.020 5.461 0.152
O 0.332 4.305 0.345
C 0.728 6.350 -0.803
H -1.652 5.291 1.516
H -0.902 6.900 1.466
H -1.964 6.355 0.129
H 1.127 7.215 -0.270
H 0.067 6.673 -1.610
H 1.560 5.788 -1.234
C 1.238 2.722 -5.198
C 2.480 2.968 -4.383
O 2.470 3.727 -3.428
C 3.732 2.243 -4.793
H 0.413 3.310 -4.788
H 1.406 3.028 -6.233
H 0.969 1.664 -5.155
H 4.011 2.527 -5.810
H 3.573 1.164 -4.732
H 4.546 2.515 -4.118
C -1.410 -6.364 6.452
C -2.274 -5.950 7.612
O -3.056 -5.020 7.517
C -2.136 -6.728 8.893
H -1.617 -5.716 5.598
H -0.355 -6.265 6.720
H -1.633 -7.396 6.170
H -1.114 -6.646 9.270
H -2.392 -7.776 8.721
H -2.819 -6.319 9.641
C 6.461 2.307 -9.626
C 5.152 1.922 -8.989
O 5.055 1.768 -7.785
C 3.967 1.737 -9.900
H 7.224 2.406 -8.851
H 6.774 1.532 -10.329
H 6.357 3.265 -10.140
H 4.170 0.937 -10.615
H 3.753 2.669 -10.426
H 3.093 1.462 -9.305

***

Number 1: calculated total energy -89030.8733 eV. Number 2: calculated total energy -64199.0088 eV.